# 1
This record from the OMol25 dataset describes C16H22N6O2S in the gas phase. The level of theory is ωB97M-V with the def2-TZVPD basis set.

```
47
C16H22N6O2S, DFT ωB97M-V with the def2-TZVPD basis set
O 5.32 -0.71 -1.49
O -0.04 -4.11 2.13
N 2.99 2.73 -2.22
N 1.45 -0.08 -0.58
S -4.80 -3.31 1.16
C 4.17 -0.51 -1.19
C -0.79 -3.31 1.54
C 3.91 1.82 -2.30
C 2.03 -1.13 -0.10
C 3.49 0.65 -1.69
C 2.23 0.91 -1.19
N 3.40 -1.28 -0.24
N -2.17 -3.56 1.62
N 1.85 2.19 -1.65
N 1.34 -1.95 0.76
C -3.07 -2.78 0.78
C -4.25 -4.31 2.57
C -2.74 -4.55 2.51
C -0.74 4.57 -0.73
C -0.73 4.63 -2.26
C 0.46 3.76 -0.34
C 0.14 3.52 -2.71
C 0.55 2.73 -1.52
C -0.35 -0.81 1.97
C -0.14 -1.98 1.05
H 4.86 2.09 -2.70
H 3.85 -1.95 0.30
H 1.86 -2.69 1.26
H -2.90 -1.73 1.00
H -2.74 -3.01 -0.19
H -4.87 -5.22 2.59
H -4.49 -3.70 3.51
H -2.39 -4.42 3.54
H -2.56 -5.64 2.26
H -1.66 4.16 -0.57
H -0.62 5.56 -0.25
H -1.72 4.59 -2.68
H -0.27 5.56 -2.55
H 1.29 4.44 -0.37
H 0.22 3.24 0.54
H -0.41 2.95 -3.56
H 1.03 4.08 -3.15
H -0.23 1.89 -1.35
H 0.09 -1.07 2.94
H -1.42 -0.67 1.96
H 0.16 0.12 1.52
H -0.60 -1.68 0.04
```

The maximum force comes out at 0.103 hartree/bohr. Its SMILES is C[C@@H](Nc1nc2c(cnn2C2CCCC2)c(=O)[nH]1)C(=O)N1CCSC1. The calculation puts the energy relative to the best compared isomer or geometry (same formula, charge and spin) at 4.103 eV. The multiplicity is 1. The orbital gap comes out at 8.7 eV.

These are the Löwdin partial charges, in e, on atoms 1 to 8: 0.083, 0.043, 0.099, 0.165, 0.863, -0.388, -0.336, -0.090

# 2
This record from the OMol25 dataset describes a gas-phase ion, C4H11N2 (charge +1). The level of theory is ωB97M-V with the def2-TZVPD basis set.

```
17
C4H11N2, DFT ωB97M-V with the def2-TZVPD basis set
C -0.85 0.03 0.39
C 0.38 0.73 0.03
C -1.98 -0.22 -0.66
C 1.10 -1.15 1.49
N 0.45 -0.66 0.31
N 0.86 1.04 -1.40
H -1.17 0.35 1.39
H 1.02 1.56 0.72
H -1.51 -0.85 -1.46
H -2.36 0.72 -0.97
H -2.71 -0.82 -0.26
H 2.05 -0.60 1.76
H 0.62 -1.07 2.53
H 1.41 -2.11 1.35
H 0.04 0.72 -1.94
H 1.59 0.34 -1.59
H 1.07 1.99 -1.68
```

The maximum force comes out at 0.108 hartree/bohr. Its SMILES is C[C@@H]1[C@H]([NH3+])N1C. The calculation puts the energy relative to the best compared isomer or geometry (same formula, charge and spin) at 3.246 eV. The multiplicity is 1. The orbital gap comes out at 11.0 eV. Its charge is +1.

These are the Löwdin partial charges, in e, on atoms 1 to 8: -0.225, -0.269, -0.001, -0.073, -0.069, 0.247, 0.158, 0.227

# 3
This record from the OMol25 dataset describes a molecular structure, C40H24Cl2F5N3O3Pr. The level of theory is ωB97M-V with the def2-TZVPD basis set.

```
78
C40H24Cl2F5N3O3Pr, DFT ωB97M-V with the def2-TZVPD basis set
Pr 0.30 0.03 -0.61
C 0.34 -0.72 3.51
C -1.02 -0.56 3.27
C -1.54 0.69 3.01
C -0.71 1.80 2.99
C 0.65 1.65 3.26
C 1.17 0.39 3.51
H 0.74 -1.70 3.72
H -1.68 -1.42 3.31
H -2.60 0.81 2.82
H -1.11 2.78 2.76
H 1.30 2.52 3.26
H 2.23 0.28 3.69
C 4.17 0.67 -3.51
C 4.84 -0.54 -3.42
C 4.38 -1.50 -2.53
C 3.24 -1.26 -1.75
C 2.48 -0.08 -1.88
C 3.02 0.87 -2.76
C 2.82 -2.28 -0.75
C 3.68 -3.36 -0.38
C 3.26 -4.31 0.49
C 1.96 -4.24 1.03
C 1.42 -5.23 1.89
C 0.13 -5.12 2.35
C -0.66 -4.01 1.97
C -0.15 -3.04 1.15
C 1.17 -3.14 0.66
N 1.63 -2.16 -0.19
H 4.54 1.45 -4.17
H 5.71 -0.74 -4.03
H 4.91 -2.44 -2.48
H 2.53 1.84 -2.86
H 4.68 -3.41 -0.79
H 3.92 -5.12 0.78
H 2.04 -6.07 2.17
H -0.28 -5.88 3.00
H -1.68 -3.94 2.31
H -0.76 -2.20 0.86
Cl -4.65 0.10 1.14
C -4.05 1.03 -0.21
C -4.98 1.80 -0.93
C -4.59 2.51 -2.02
Cl -5.77 3.47 -2.88
C -3.24 2.47 -2.45
C -2.75 3.17 -3.58
C -1.44 3.06 -3.94
C -0.60 2.24 -3.17
N -1.02 1.58 -2.12
C -2.32 1.69 -1.72
C -2.71 0.95 -0.54
O -1.84 0.26 0.13
H -6.01 1.83 -0.60
H -3.44 3.78 -4.16
H -1.05 3.58 -4.80
H 0.44 2.10 -3.45
F -2.17 -1.20 -2.42
C -0.98 -1.83 -1.99
F -1.40 -3.10 -1.60
C -0.23 -2.02 -3.30
F 0.87 -2.77 -3.13
F 0.18 -0.79 -3.72
F -0.90 -2.55 -4.34
O -0.38 4.30 -0.55
C 0.62 3.72 -0.19
N 0.76 2.37 0.09
C 2.04 2.11 0.45
O 2.43 1.00 0.78
C 2.86 3.37 0.38
C 4.20 3.62 0.58
C 4.64 4.93 0.39
C 3.76 5.94 0.02
C 2.41 5.67 -0.18
C 1.98 4.37 0.00
H 4.88 2.82 0.86
H 5.69 5.16 0.53
H 4.14 6.94 -0.12
H 1.71 6.44 -0.47
```

The maximum force comes out at 0.024 hartree/bohr. The calculation puts the energy relative to the best compared isomer or geometry (same formula, charge and spin) at 0.022 eV. As for the expectation value of S²: 2.003. The multiplicity is 3. The orbital gap (alpha / beta) comes out at 7.2 / 7.2 eV. Its charge is -1.

These are the Löwdin partial charges, in e, on atoms 1 to 8: 1.225, -0.094, -0.097, -0.098, -0.080, -0.103, -0.095, 0.101

# 4
This record from the OMol25 dataset describes 2 unconnected molecules or ions with the total composition C30H32BF3O2S2. The level of theory is ωB97M-V with the def2-TZVPD basis set.

```
70
C30H32BF3O2S2, DFT ωB97M-V with the def2-TZVPD basis set
C -2.68 -3.41 -0.62
C -1.72 -3.05 0.46
C -2.02 -2.49 1.69
C -0.89 -2.28 2.50
C 0.30 -2.61 1.86
B -1.07 1.36 -0.87
C 1.60 -2.60 2.39
C 2.00 -2.27 3.68
C 3.39 -2.44 3.87
C 4.05 -2.85 2.72
C 5.50 -3.12 2.60
S 2.97 -3.07 1.41
O -1.36 0.94 -2.15
C -2.71 1.41 -2.36
C -2.84 1.69 -3.84
C -3.66 0.28 -1.97
C -2.80 2.67 -1.39
C -2.34 3.97 -2.04
C -4.13 2.90 -0.71
O -1.82 2.35 -0.35
S -0.04 -3.38 0.32
H -3.69 -3.13 -0.31
H -2.43 -2.89 -1.55
H -2.65 -4.49 -0.81
H -3.05 -2.25 1.98
H -0.89 -1.88 3.51
H 1.29 -1.93 4.42
H 3.91 -2.26 4.81
H 5.99 -2.94 3.56
H 5.68 -4.16 2.30
H 5.95 -2.47 1.84
H -3.83 2.08 -4.07
H -2.08 2.40 -4.19
H -2.71 0.75 -4.40
H -4.70 0.56 -2.20
H -3.42 -0.62 -2.55
H -3.59 0.02 -0.90
H -3.10 4.33 -2.76
H -2.22 4.74 -1.27
H -1.39 3.85 -2.57
H -4.89 3.18 -1.46
H -4.48 2.02 -0.16
H -4.04 3.74 0.00
F 3.76 1.46 -4.69
C 4.20 0.62 -3.71
F 4.58 -0.54 -4.31
F 5.33 1.19 -3.18
C 3.14 0.41 -2.66
C 2.44 -0.78 -2.59
C 1.41 -0.92 -1.67
C 1.06 0.14 -0.84
C -0.17 0.13 0.05
C 0.03 0.65 1.44
C 1.29 0.61 2.06
C 1.45 1.03 3.38
C 0.35 1.49 4.11
C -0.91 1.54 3.50
C -1.07 1.12 2.17
C 1.81 1.33 -0.90
C 2.86 1.47 -1.80
H 2.70 -1.60 -3.27
H 0.85 -1.85 -1.62
H -0.75 -0.80 -0.01
H 2.15 0.24 1.50
H 2.44 0.98 3.84
H 0.47 1.81 5.14
H -1.78 1.90 4.05
H -2.05 1.15 1.70
H 1.55 2.17 -0.25
H 3.44 2.39 -1.84
```

The maximum force comes out at 0.074 hartree/bohr. Its SMILES is CC1(C)OB([C@H](c2ccccc2)c2ccc(C(F)(F)F)cc2)OC1(C)C.Cc1ccc(-c2ccc(C)s2)s1. The calculation puts the energy relative to the best compared isomer or geometry (same formula, charge and spin) at 0.056 eV. The multiplicity is 1. The orbital gap comes out at 7.6 eV.

These are the Löwdin partial charges, in e, on atoms 1 to 8: -0.106, -0.602, -0.123, -0.103, -0.537, -0.527, -0.558, -0.114